Density functional theory data (ωB97M-V/def2-TZVPD) for a molecular structure, C12H20F3N6O5PdS2.

Summary:
LUMO ... -2.868 eV
Total energy ... -2397.67558 hartree
Total charge ... +1
Orbital gap ... 8.99 eV

Geometry (Å):
Pd: -0.111 1.263 -1.280
F: 2.257 2.025 -3.822
C: 3.217 1.505 -3.060
F: 3.843 0.552 -3.734
F: 4.077 2.454 -2.724
S: 2.470 0.811 -1.532
O: 3.556 0.256 -0.791
O: 1.791 1.984 -0.910
O: 1.398 -0.095 -1.968
C: 0.017 -0.475 3.565
C: -0.135 -0.187 2.049
N: 1.175 -0.122 1.408
C: 1.816 -1.427 1.478
C: 1.935 -1.886 2.947
N: 1.474 -0.750 3.813
C: 2.278 0.492 3.530
C: 1.990 0.898 2.063
H: -0.542 -1.350 3.891
H: -0.256 0.373 4.190
H: -0.637 0.769 1.912
H: -0.717 -0.963 1.558
H: 2.800 -1.361 1.018
H: 1.217 -2.133 0.903
H: 2.958 -2.119 3.240
H: 1.296 -2.736 3.182
H: 1.605 -1.010 4.787
H: 3.324 0.247 3.701
H: 1.966 1.242 4.255
H: 2.930 1.009 1.526
H: 1.449 1.841 2.011
O: -0.688 3.022 1.663
S: -1.140 3.670 0.432
N: -0.989 2.979 -0.862
C: -3.111 -3.082 -1.648
N: -3.006 -1.680 -2.050
C: -3.864 -1.141 -2.948
C: -3.756 0.144 -3.335
C: -2.702 0.924 -2.772
N: -1.857 0.386 -1.883
C: -1.966 -0.935 -1.498
O: -1.204 -1.454 -0.706
N: -2.545 2.185 -3.154
H: -3.948 -3.529 -2.175
H: -3.272 -3.148 -0.574
H: -2.192 -3.609 -1.896
H: -4.632 -1.799 -3.328
H: -4.440 0.575 -4.048
H: -3.199 2.586 -3.802
H: -1.931 2.799 -2.624

***

Density functional theory data (ωB97M-V/def2-TZVPD) for a single C12H20N3OPS molecule in a non-equilibrium geometry.

Summary:
SMILES string ... CCN(/C=N/c1ccc(C)cc1)[P@](=O)(NC)SC
LUMO ... 0.523 eV
Total energy ... -1448.36229 hartree
Orbital gap ... 8.51 eV

Geometry (Å):
O: -2.168 -1.248 -3.138
N: 0.199 0.133 0.083
S: -3.283 -1.788 -0.458
C: 0.565 -0.959 -0.538
C: 2.380 0.358 1.315
C: 0.475 1.831 1.685
C: 3.093 1.067 2.280
C: 1.183 2.554 2.617
C: 1.043 0.747 1.011
C: 2.502 2.194 2.921
N: -1.887 0.741 -1.467
N: -0.307 -1.630 -1.329
C: -4.639 -0.722 -1.144
C: 3.287 2.924 3.984
C: -1.537 1.585 -2.635
C: 0.406 -3.966 -0.966
C: 0.119 -2.843 -2.018
P: -1.846 -0.949 -1.723
H: 1.540 -1.361 -0.378
H: 2.913 -0.487 0.847
H: -0.542 2.121 1.405
H: 4.118 0.808 2.563
H: 0.786 3.424 3.117
H: -1.308 0.895 -0.657
H: -5.594 -1.019 -0.676
H: -4.524 0.333 -0.929
H: -4.736 -0.824 -2.208
H: 3.005 2.514 4.970
H: 4.359 2.720 3.821
H: 3.105 4.012 4.006
H: -0.560 1.350 -3.072
H: -2.287 1.381 -3.412
H: -1.626 2.652 -2.408
H: 0.515 -4.931 -1.499
H: 1.292 -3.727 -0.378
H: -0.419 -4.074 -0.270
H: 1.020 -2.661 -2.584
H: -0.643 -3.155 -2.737

***

Density functional theory data (ωB97M-V/def2-TZVPD) for a molecular structure, C12H20N3OSr in a non-equilibrium geometry.

Summary:
LUMO (spin up / spin down) ... 2.485 / 2.518 eV
Total energy ... -739.26612 hartree
Total charge ... -1
Orbital gap (spin up / spin down) ... 2.53 / 3.25 eV

Geometry (Å):
C: 1.064 -4.773 -0.007
Sr: 1.625 -2.674 -0.921
N: 1.467 -0.601 -2.648
H: 1.071 -3.778 -2.811
H: 0.522 -0.204 -2.700
H: 1.783 -3.481 -2.919
H: 1.169 -5.621 -0.724
H: -0.051 -4.342 0.013
H: 2.021 -4.320 0.382
H: 2.073 0.184 -2.391
H: 1.720 -0.881 -3.601
C: -1.565 2.803 1.241
N: -1.792 1.369 1.007
N: -0.814 0.553 0.570
C: -1.325 -0.732 0.469
O: -0.583 -1.704 0.070
C: -2.665 -0.608 0.852
C: -2.920 0.666 1.174
C: -4.173 1.328 1.676
C: 0.546 0.955 0.410
C: 1.549 0.197 0.998
C: 2.895 0.462 0.696
C: 3.204 1.521 -0.162
C: 2.206 2.310 -0.722
C: 0.848 2.021 -0.460
H: -0.667 2.985 1.850
H: -2.440 3.193 1.786
H: -1.482 3.358 0.292
H: -3.387 -1.439 0.881
H: -4.032 1.876 2.640
H: -4.622 2.043 0.945
H: -4.929 0.534 1.860
H: 1.272 -0.565 1.751
H: 3.679 -0.150 1.154
H: 4.249 1.747 -0.382
H: 2.439 3.166 -1.362
H: 0.044 2.601 -0.908

***

Density functional theory data (ωB97M-V/def2-TZVPD) for a molecular structure, C12H20N4O in a non-equilibrium geometry.

Summary:
LUMO ... 0.215 eV
Total energy ... -762.78301 hartree
Orbital gap ... 7.05 eV

Geometry (Å):
C: 15.442 -0.012 -9.172
C: 15.393 1.423 -9.078
N: 15.400 2.578 -8.988
H: 14.782 -0.323 -9.982
H: 15.023 -0.422 -8.253
H: 16.442 -0.382 -9.396
C: 11.151 -1.190 -10.152
C: 12.456 -0.714 -9.681
N: 13.429 -0.313 -9.341
H: 11.126 -2.259 -9.942
H: 11.131 -1.015 -11.228
H: 10.321 -0.653 -9.694
C: 9.732 -2.902 -8.343
C: 8.310 -2.820 -8.681
N: 7.205 -2.688 -8.949
H: 10.109 -3.864 -7.997
H: 10.014 -2.202 -7.557
H: 10.220 -2.637 -9.281
C: 12.656 0.405 -7.508
C: 11.413 -0.458 -7.551
N: 10.394 -1.062 -7.640
H: 12.652 1.257 -8.187
H: 13.545 -0.186 -7.728
H: 12.593 0.743 -6.474
C: 8.689 0.231 -8.427
C: 8.489 0.530 -9.927
C: 7.147 -0.045 -10.201
O: 6.976 -1.183 -9.318
C: 7.631 -0.717 -8.059
H: 8.691 1.219 -7.966
H: 9.687 -0.192 -8.309
H: 9.274 0.058 -10.517
H: 8.602 1.609 -10.031
H: 6.987 -0.237 -11.262
H: 6.436 0.766 -10.039
H: 8.121 -1.466 -7.436
H: 6.970 -0.245 -7.332